The following is a DFT calculation (ωB97M-V/def2-TZVPD) of a cluster of 9 separate species, C31H87N7O10 in total.

The geometry in XYZ format:
```
135
Properties=species:S:1:pos:R:3:lowdin_charge:R:1
C -20.2835 3.5562 -15.6613 -0.12
O -18.9002 3.7077 -15.8880 -0.17
C -18.4852 5.0249 -15.5520 -0.17
C -18.3356 5.4382 -14.0283 -0.46
C -17.6222 6.7553 -13.7547 -0.07
N -17.6387 4.4581 -13.2832 0.05
H -20.6228 4.0544 -14.7532 0.05
H -20.5954 2.5258 -15.4908 0.08
H -20.9018 3.9526 -16.4666 0.09
H -17.4961 5.1495 -15.9929 0.12
H -19.0568 5.7220 -16.1648 0.12
H -19.3230 5.5851 -13.5905 0.09
H -18.0388 7.6222 -14.2677 0.06
H -16.5587 6.7663 -13.9933 0.08
H -17.7502 7.0714 -12.7194 0.07
H -18.1302 3.5944 -13.4635 0.06
H -17.6131 4.6503 -12.2920 0.02
C -18.5926 -0.6640 -10.9940 -0.11
O -18.8688 0.6226 -10.4675 -0.23
C -17.9526 1.6711 -10.8310 -0.15
C -18.5402 3.0272 -10.2475 -0.38
C -19.8707 3.4119 -10.8874 -0.04
N -17.5967 4.1442 -10.3924 0.02
H -19.4546 -1.3207 -10.8771 0.08
H -17.7841 -0.9795 -10.3345 0.08
H -18.1953 -0.6342 -12.0085 0.09
H -16.9625 1.4088 -10.4580 0.12
H -17.9776 1.7079 -11.9200 0.11
H -18.6742 2.7623 -9.1988 0.13
H -19.7810 3.5295 -11.9674 0.06
H -20.2496 4.3142 -10.4074 0.06
H -20.6074 2.6173 -10.7693 0.08
H -16.8124 3.9885 -9.7754 0.08
H -17.9651 5.0137 -10.0341 0.08
C -23.3467 1.2978 -7.5385 -0.10
O -24.2105 0.2954 -7.0322 -0.18
C -24.7839 -0.4782 -8.0139 -0.24
C -25.3358 -1.7547 -7.3321 -0.38
C -24.2845 -2.8050 -6.8810 -0.04
N -26.3203 -2.4359 -8.1755 0.03
H -23.7757 1.7898 -8.4114 0.07
H -22.4131 0.8375 -7.8619 0.09
H -22.9996 2.0028 -6.7831 0.09
H -25.6031 0.0578 -8.4932 0.12
H -24.0421 -0.6052 -8.8024 0.10
H -25.9907 -1.4044 -6.5344 0.13
H -23.6576 -2.4302 -6.0719 0.07
H -23.6173 -3.0701 -7.7012 0.06
H -24.6753 -3.7456 -6.4929 0.07
H -26.8478 -1.7606 -8.7102 0.06
H -25.8754 -2.9107 -8.9479 0.02
C -21.7209 0.5354 -12.7925 -0.08
O -22.6152 1.5087 -12.2831 -0.19
C -22.7712 2.6220 -13.0468 -0.23
C -23.6856 3.6580 -12.3721 -0.38
C -24.9625 3.0072 -11.8664 -0.03
N -24.0195 4.6601 -13.3554 0.06
H -21.9179 0.2559 -13.8275 0.09
H -21.7636 -0.3796 -12.2016 0.08
H -20.6933 0.8967 -12.8319 0.08
H -21.7628 2.9747 -13.2632 0.09
H -23.1145 2.2258 -14.0025 0.13
H -23.0931 4.1611 -11.6079 0.12
H -25.6405 3.6728 -11.3320 0.07
H -24.6618 2.2167 -11.1788 0.07
H -25.4799 2.4806 -12.6682 0.09
H -24.8196 4.2596 -13.8239 0.05
H -24.4596 5.4392 -12.8869 0.08
C -30.4873 -1.8536 -13.6348 -0.11
O -29.7318 -0.6534 -13.6533 -0.18
C -30.5784 0.4449 -13.9489 -0.21
C -29.7939 1.7531 -14.1312 -0.48
C -28.8776 2.0287 -13.0019 -0.08
N -30.6731 2.8739 -14.3556 0.04
H -31.4466 -1.6611 -13.1543 0.08
H -29.9744 -2.6799 -13.1427 0.09
H -30.8711 -2.1716 -14.6042 0.08
H -31.1768 0.2012 -14.8267 0.12
H -31.2882 0.6015 -13.1366 0.12
H -29.1144 1.6601 -14.9783 0.14
H -28.0298 1.3651 -13.1718 0.08
H -29.2902 1.9528 -11.9959 0.09
H -28.5604 3.0592 -13.1619 0.06
H -31.1249 3.0121 -13.4629 0.07
H -30.0778 3.6718 -14.5262 0.06
C -25.2023 4.5944 -8.1420 -0.11
O -26.3145 5.3117 -8.6926 -0.18
C -25.8672 6.2596 -9.7177 -0.20
C -26.9984 7.0964 -10.2365 -0.43
C -26.4910 8.1856 -11.2403 -0.05
N -27.6827 7.8702 -9.2189 0.04
H -24.5264 5.3207 -7.6906 0.08
H -24.6116 3.9766 -8.8184 0.06
H -25.5246 4.0516 -7.2534 0.09
H -25.1592 6.9680 -9.2875 0.12
H -25.2863 5.7549 -10.4897 0.10
H -27.6852 6.3896 -10.7022 0.14
H -25.8894 8.9944 -10.8254 0.08
H -27.3952 8.6031 -11.6833 0.08
H -25.8261 7.7992 -12.0127 0.06
H -27.7634 7.3770 -8.3412 0.07
H -27.0374 8.6202 -9.0160 0.06
C -22.0403 6.3820 -9.6450 -0.14
O -22.5446 7.0078 -10.7951 -0.18
C -21.7354 6.7302 -11.9637 -0.17
C -22.3709 7.5109 -13.1811 -0.41
C -21.5129 7.3562 -14.4281 -0.06
N -22.3664 8.9376 -12.9108 0.03
H -22.2657 5.3159 -9.6179 0.07
H -22.5794 6.8413 -8.8164 0.08
H -20.9917 6.4565 -9.3569 0.08
H -20.6721 6.9671 -11.9268 0.12
H -21.8430 5.6752 -12.2155 0.09
H -23.3982 7.1808 -13.3354 0.11
H -20.4727 7.6628 -14.3177 0.07
H -21.9250 7.9528 -15.2420 0.09
H -21.5882 6.2952 -14.6663 0.06
H -22.7191 9.1206 -11.9822 0.06
H -21.4518 9.3631 -12.8594 0.07
O -26.5741 4.4816 -15.0826 -0.11
C -26.1058 5.0409 -16.3010 -0.21
C -24.7801 4.3334 -16.7038 -0.19
O -23.6455 4.9908 -16.0780 -0.11
H -27.3949 4.8914 -14.7998 0.08
H -26.9450 4.7848 -16.9477 0.11
H -25.9424 6.1166 -16.2368 0.12
H -24.6759 4.4437 -17.7832 0.11
H -24.7282 3.2748 -16.4492 0.11
H -23.7670 4.8334 -15.1388 -0.01
C -23.9841 -2.6203 -10.7123 -0.15
O -24.8905 -3.6932 -10.3924 -0.12
H -24.5648 -1.6991 -10.7599 0.08
H -23.1737 -2.5070 -9.9922 0.07
H -23.4101 -2.6701 -11.6376 0.07
H -24.3099 -4.4292 -10.1854 0.09
```

LUMO: 0.34 eV
DFT total energy: -2368.74341 Ha
SMILES: COC[C@H](C)N.COC[C@H](C)N.COC[C@H](C)N.COC[C@H](C)N.COC[C@H](C)N.COC[C@H](C)N.COC[C@H](C)N.OCCO.CO
Gap between HOMO and LUMO: 0.3282 hartree
Net charge: 0